# C4H13NO2

A 2-piece molecular cluster, C4H13NO2 overall in a non-equilibrium geometry (ωB97M-V/def2-TZVPD, the OMol25 dataset).

Output
F_max, eV/Å: 1.46
SMILES string: CCNCCO.O
Calculated total energy, eV: -9943.123
Energy above the lowest of the compared OMol25 structures with the same formula, charge and spin, kcal/mol: 24.8
E_HOMO, eV: -8.85
Lowest unoccupied orbital energy, eV: 0.75

ORCA input file:
```
! RIJCOSX wB97M-V def2-TZVPD def2/J DEFGRID3
* xyz 0 1
C 0.821 -0.997 1.815
C 0.196 -1.824 0.695
N 0.231 -1.139 -0.606
C -0.944 -0.345 -0.891
C -0.607 0.807 -1.870
O -0.918 2.124 -1.472
H 0.732 0.065 1.651
H 0.439 -1.258 2.804
H 1.883 -1.205 1.870
H 0.762 -2.746 0.587
H -0.824 -2.161 0.959
H 0.458 -1.835 -1.288
H -1.712 -0.922 -1.409
H -1.368 0.029 0.051
H -1.168 0.654 -2.793
H 0.456 0.723 -2.144
H -0.538 2.365 -0.619
O 0.328 2.532 1.042
H 0.945 3.272 1.058
H 0.829 1.861 0.559
*
```

Atomic partial charges in e from the Löwdin method, atoms 1 to 4: C -0.087; C -0.289; N -0.094; C -0.211

---

# C4H13NO2

A 2-piece molecular cluster, C4H13NO2 overall in a non-equilibrium geometry (ωB97M-V/def2-TZVPD, the OMol25 dataset).

Output
F_max, eV/Å: 2.58
SMILES string: CNC[C@@H](C)O.O
Calculated total energy, eV: -9942.916
Energy above the lowest of the compared OMol25 structures with the same formula, charge and spin, kcal/mol: 29.5
E_HOMO, eV: -9.20
Lowest unoccupied orbital energy, eV: 0.89

ORCA input file:
```
! RIJCOSX wB97M-V def2-TZVPD def2/J DEFGRID3
* xyz 0 1
C 2.073 1.448 1.044
N 0.775 0.764 1.135
C 0.219 0.497 -0.231
C -1.279 0.113 -0.094
C -2.021 0.604 -1.305
O -1.276 -1.327 -0.015
H 2.244 1.772 2.096
H 3.004 0.971 0.748
H 2.036 2.371 0.469
H 0.971 -0.101 1.623
H 0.721 -0.321 -0.745
H 0.421 1.419 -0.778
H -1.661 0.582 0.822
H -2.948 0.027 -1.474
H -1.500 0.444 -2.267
H -2.290 1.627 -1.132
H -1.163 -1.671 0.874
O 0.583 -3.196 0.199
H 0.170 -2.458 -0.325
H 0.920 -3.563 -0.643
*
```

Atomic partial charges in e from the Löwdin method, atoms 1 to 4: C -0.159; N -0.109; C -0.184; C -0.398

---

# C4H13NO2

A 3-piece molecular cluster, C4H13NO2 overall in a non-equilibrium geometry (ωB97M-V/def2-TZVPD, the OMol25 dataset).

Output
F_max, eV/Å: 6.01
SMILES string: C=CCNC.O.O
Calculated total energy, eV: -9940.843
Energy above the lowest of the compared OMol25 structures with the same formula, charge and spin, kcal/mol: 77.3
E_HOMO, eV: -9.06
Lowest unoccupied orbital energy, eV: 0.79

ORCA input file:
```
! RIJCOSX wB97M-V def2-TZVPD def2/J DEFGRID3
* xyz 0 1
C 3.043 -2.332 0.890
C 1.817 -2.404 0.601
C 0.989 -1.152 0.923
N -0.163 -1.064 -0.072
C 0.325 -0.841 -1.541
H 3.854 -2.979 1.110
H 3.546 -1.380 1.112
H 1.382 -3.313 0.165
H 1.508 -0.170 0.681
H 0.447 -1.228 1.968
H -0.667 -1.965 0.012
H 1.444 -0.526 -1.546
H -0.485 -0.108 -1.789
H 0.317 -1.903 -2.139
O -2.807 0.414 0.574
H -2.323 -0.319 0.334
H -2.222 1.192 0.574
O -2.062 5.674 -1.081
H -1.169 5.717 -0.770
H -2.580 6.106 -0.395
*
```

Atomic partial charges in e from the Löwdin method, atoms 1 to 4: C -0.041; C -0.212; C -0.224; N -0.200

---

| no. | gap between HOMO and LUMO (eV) |
| --- | --- |
| 1 | 9.601 |
| 2 | 10.083 |
| 3 | 9.847 |